{"formula": "Cl2H4Si2", "method": "ωB97M-V/def2-TZVPD", "de_lowest_ev": 0.271, "smiles": "[SiH3][SiH](Cl)Cl", "e_tot_ha": -1501.8055, "e_homo_ev": -10.36, "multiplicity": 1, "lumo_energy_ev": 0.154, "species": ["Si", "Si", "Cl", "Cl", "H", "H", "H", "H"], "positions_angstrom": [[-1.146172, -0.119752, -0.402205], [0.973108, 0.197042, 0.404853], [2.019324, 1.842597, 0.029909], [2.086064, -1.479561, -0.339588], [-2.046822, -1.226597, -0.068103], [-2.085846, 0.841860, 0.279777], [-0.837042, -0.332914, -1.888076], [1.037384, 0.277324, 1.983434]], "forces_ev_per_angstrom": [[-0.84, -0.01, -0.69], [0.67, -2.02, 2.48], [0.43, 1.17, -0.81], [-0.64, 0.96, 0.48], [0.60, -0.86, 0.28], [0.52, 0.57, -0.87], [-0.57, 0.73, 0.64], [-0.17, -0.54, -1.50]]}